1.
The following is a DFT calculation (wB97M-V/def2-TZVPD) of a molecular structure, C18H21N3O7PS2V.

Properties
ΔE to the lowest compared entry with this formula, charge and spin = 0.000 eV
DFT total energy = -3470.95339 Ha

Structure (ORCA input):
```
! RIJCOSX wB97M-V def2-TZVPD def2/J DEFGRID3
* xyz 0 1
V 0.21514 -0.83280 -0.10218
S 2.60156 -0.47596 -0.01599
C 2.91588 -0.62141 1.70422
C 4.23432 -0.66198 2.16087
C 4.51307 -0.73129 3.51566
C 3.48091 -0.76404 4.44789
C 2.16877 -0.73192 4.01049
C 1.88537 -0.66805 2.64806
S 0.20028 -0.67982 2.12961
H 5.04043 -0.63921 1.43878
H 5.54340 -0.76162 3.84548
H 3.69739 -0.82146 5.50588
H 1.35163 -0.76844 4.71979
C -1.55012 3.78602 -0.46632
C -1.35283 2.28658 -0.25755
P 0.36217 1.64040 -0.36528
C 0.91393 2.20542 -2.01253
C 2.10523 1.48058 -2.63284
C 1.23117 2.67891 0.86654
C 2.75459 2.76274 0.87926
H -2.61659 4.00759 -0.51050
H -1.10550 4.13457 -1.39956
H -1.13314 4.37621 0.34912
H -1.92273 1.72016 -0.99487
H -1.75113 1.96831 0.70841
H 1.10819 3.27950 -1.93756
H 0.03201 2.08981 -2.64949
H 3.01503 1.61514 -2.04824
H 2.28227 1.86573 -3.63737
H 1.91871 0.41041 -2.71136
H 0.83954 2.37492 1.84089
H 0.83362 3.67753 0.66789
H 3.21310 1.86548 1.27765
H 3.05404 3.60586 1.50396
H 3.15629 2.93248 -0.12128
O -5.37368 -5.04848 -2.38753
N -4.16585 -4.95842 -2.45905
O -3.43014 -5.78464 -2.96015
C -3.53394 -3.78280 -1.84270
C -4.33305 -2.83884 -1.22957
C -3.75710 -1.72090 -0.65699
C -2.36622 -1.54953 -0.65308
O -1.69370 -0.58005 -0.07720
C -1.61889 -2.54655 -1.30747
C -2.15258 -3.65966 -1.89736
N -0.21885 -2.23833 -1.22410
O 0.35212 -1.33079 -2.03184
O 0.62990 -2.76587 -0.35724
N -4.64294 -0.72692 -0.03992
O -4.25578 0.42294 -0.00616
O -5.72737 -1.11440 0.34592
H -5.40473 -2.97124 -1.19633
H -1.54316 -4.41187 -2.37675
*
```

2.
The following is a DFT calculation (wB97M-V/def2-TZVPD) of a single C3H6O3 molecule.

Properties
structure (SMILES) = C1OCOCO1
ΔE to the lowest compared entry with this formula, charge and spin = 1.926 eV
DFT total energy = -343.58377 Ha

Structure (ORCA input):
```
! RIJCOSX wB97M-V def2-TZVPD def2/J DEFGRID3
* xyz 0 1
C -0.78236 1.12602 -0.22088
O 0.12252 0.96417 0.85079
C 0.17296 -0.40349 1.25078
O 0.78031 -1.15670 0.22029
C 0.49105 -0.60713 -1.01645
O -0.73534 0.01240 -1.07903
H -1.84841 1.19996 0.13928
H -0.51397 2.07781 -0.72640
H 0.80635 -0.38344 2.14418
H -0.81010 -0.75475 1.47937
H 1.31336 0.04747 -1.29848
H 0.42297 -1.43839 -1.75504
*
```

3.
The following is a DFT calculation (wB97M-V/def2-TZVPD) of a single C10H17N molecule.

Properties
structure (SMILES) = C1C[C@]23CCC[C@@]2(C1)CNC3
ΔE to the lowest compared entry with this formula, charge and spin = 1.489 eV
DFT total energy = -445.97253 Ha

Structure (ORCA input):
```
! RIJCOSX wB97M-V def2-TZVPD def2/J DEFGRID3
* xyz 0 1
C -0.04525 -1.87489 -1.11761
C 0.87506 -0.75410 -1.40054
C 0.54702 0.41055 -0.44612
C -0.28984 1.50636 -1.08668
C -1.74781 1.04107 -0.80559
C -1.69565 0.51710 0.58850
C -0.35776 -0.21534 0.67594
C -0.38915 -1.73794 0.35050
C 0.43620 -0.07160 1.94422
N 1.79454 0.07486 1.44185
C 1.74328 0.96178 0.31744
H -0.98160 -1.82557 -1.67411
H 0.42449 -2.84949 -1.41896
H 0.90852 -0.42703 -2.48018
H 1.87687 -1.13116 -1.06462
H -0.13055 1.56195 -2.13245
H -0.13604 2.48747 -0.68028
H -2.15437 0.41795 -1.62855
H -2.43348 1.92650 -0.73786
H -2.59721 -0.08333 0.95173
H -1.53260 1.37704 1.28412
H 0.31086 -2.36124 0.92290
H -1.38587 -2.19264 0.56235
H 0.09556 0.81746 2.52323
H 0.28889 -0.93984 2.59031
H 2.45794 0.43919 2.07346
H 1.45493 1.91424 0.71873
H 2.66303 1.01065 -0.27170
*
```

4.
The following is a DFT calculation (wB97M-V/def2-TZVPD) of a single C4H4N2O molecule.

Properties
structure (SMILES) = C1=NN=C[C@@H]2O[C@@H]12
ΔE to the lowest compared entry with this formula, charge and spin = 5.747 eV
DFT total energy = -339.37048 Ha

Structure (ORCA input):
```
! RIJCOSX wB97M-V def2-TZVPD def2/J DEFGRID3
* xyz 0 1
C -1.40913 -0.26244 0.22142
N -1.33339 0.63470 -0.69972
N -0.08214 0.78340 -1.42819
C 1.00835 0.57894 -0.83349
C 0.84077 0.25390 0.63255
O 0.97761 -0.90871 1.46714
C -0.10220 -0.95963 0.49569
H -2.38441 -0.48238 0.66701
H 1.92083 0.67079 -1.40594
H 0.41763 1.12576 1.13353
H 0.10711 -1.63582 -0.33335
*
```

5.
The following is a DFT calculation (wB97M-V/def2-TZVPD) of 2 unconnected molecules or ions with the total composition C3H4N2O3.

Properties
structure (SMILES) = O=C1NO1.CN=C=O
ΔE to the lowest compared entry with this formula, charge and spin = 4.140 eV
DFT total energy = -451.82762 Ha

Structure (ORCA input):
```
! RIJCOSX wB97M-V def2-TZVPD def2/J DEFGRID3
* xyz 0 1
O -1.30964 1.50893 1.40815
C -0.83375 1.50051 0.33697
N 0.13818 2.05718 -0.50091
O -0.97126 1.13587 -0.92433
H 0.06543 2.95383 -0.87229
C 0.20895 -1.57128 -0.79754
N 0.90041 -0.90383 0.29031
C 0.90701 -0.94828 1.48642
O 0.94492 -0.66598 2.60914
H 0.37147 -2.60552 -0.66848
H -0.80748 -1.34816 -0.70276
H 0.38576 -1.11327 -1.66468
*
```

6.
The following is a DFT calculation (wB97M-V/def2-TZVPD) of a single C3H4N2S2 molecule.

Properties
ΔE to the lowest compared entry with this formula, charge and spin = 4.435 eV
DFT total energy = -1022.45268 Ha

Structure (ORCA input):
```
! RIJCOSX wB97M-V def2-TZVPD def2/J DEFGRID3
* xyz 0 1
C 1.15486 -0.13460 0.70766
C 1.60345 0.70985 -0.26731
C -1.13318 0.19561 0.40432
N -0.04001 -0.39892 1.13821
N -1.28056 -0.61597 -0.78938
S 2.24974 1.87310 -1.06033
S -0.04443 -0.65691 -1.93912
H 1.97872 -0.73786 1.15270
H -1.92079 0.09122 1.01210
H -0.97542 1.33530 0.27002
H -1.59238 -1.66081 -0.62887
*
```

7.
The following is a DFT calculation (wB97M-V/def2-TZVPD) of a single C5H7N molecule.

Properties
structure (SMILES) = C=N[C@@H]1[C@@H]2C[C@@H]21
ΔE to the lowest compared entry with this formula, charge and spin = 3.134 eV
DFT total energy = -249.35805 Ha

Structure (ORCA input):
```
! RIJCOSX wB97M-V def2-TZVPD def2/J DEFGRID3
* xyz 0 1
C -0.65139 1.62435 1.13276
N -0.63338 1.45656 -0.12015
C 0.46259 0.63318 -0.60406
C 0.08062 -0.64822 -1.22109
C -0.45980 -1.36960 -0.02299
C 0.85815 -0.66711 0.05073
H -1.54717 2.01764 1.61290
H 0.21909 1.32484 1.72314
H 1.29999 1.18340 -1.04108
H 0.27648 -1.00473 -2.22022
H -1.31303 -1.00303 0.55403
H -0.42764 -2.45666 -0.09063
H 1.83549 -1.09062 0.24667
*
```

8.
The following is a DFT calculation (wB97M-V/def2-TZVPD) of a single C8H14N2O molecule.

Properties
ΔE to the lowest compared entry with this formula, charge and spin = 4.333 eV
DFT total energy = -497.60845 Ha

Structure (ORCA input):
```
! RIJCOSX wB97M-V def2-TZVPD def2/J DEFGRID3
* xyz 0 3
C -0.17552 1.53251 -2.16276
C 0.12201 0.22646 -2.76427
C 1.58572 -2.10166 1.31645
C 0.21583 0.49393 -1.33792
C 0.22924 -0.64354 -3.70627
C -2.05745 1.41448 0.98556
C -0.86050 0.91200 1.85634
C 0.48587 0.97792 1.10419
N 1.48563 -1.11821 0.10605
N 0.55926 0.03280 -0.03665
O 0.33763 -2.71439 1.48014
H -0.54243 2.43335 -2.23901
H 2.23178 -3.03067 1.08373
H 0.74216 -1.65227 -3.60990
H -0.37562 -2.07311 1.34055
H 0.14898 -0.41289 -4.74673
H -2.24303 2.51655 0.92669
H -1.99452 1.00732 -0.04988
H -3.06682 1.05702 1.43025
H -1.16786 -0.07695 2.11196
H -0.84776 1.48165 2.74596
H 0.54232 2.04424 0.78146
H 1.40208 1.16843 1.76075
H 2.04060 -1.72301 2.28350
H 1.20238 -1.75196 -0.66016
*
```

9.
The following is a DFT calculation (wB97M-V/def2-TZVPD) of a molecular structure, C2H3I2NO.

Properties
ΔE to the lowest compared entry with this formula, charge and spin = 3.912 eV
DFT total energy = -803.24686 Ha

Structure (ORCA input):
```
! RIJCOSX wB97M-V def2-TZVPD def2/J DEFGRID3
* xyz 0 1
C 0.88270 0.73396 -1.59304
C 0.07581 -0.17423 0.28523
N -1.10671 0.22829 0.85548
O 0.20517 1.55621 -2.12606
I 0.37066 -2.19430 -0.22676
I -2.75109 -0.54976 -0.11498
H 1.74339 0.03867 -2.01426
H 0.95763 0.29511 0.58410
H -1.14768 1.24442 1.11395
*
```

10.
The following is a DFT calculation (wB97M-V/def2-TZVPD) of 10 unconnected molecules or ions with the total composition C18H53O20.

Properties
ΔE to the lowest compared entry with this formula, charge and spin = 5.122 eV
DFT total energy = -2222.24131 Ha

Structure (ORCA input):
```
! RIJCOSX wB97M-V def2-TZVPD def2/J DEFGRID3
* xyz -1 1
O -0.40141 -0.64937 -1.01311
C -1.51187 -0.23219 -0.35935
O -2.58652 -0.04493 -0.99869
O -1.48053 -0.16257 0.90196
H 0.24174 -0.84190 -0.32690
C -2.72843 1.52203 -6.66806
O -3.05387 0.27290 -6.12876
H -1.76748 1.93244 -6.35786
H -2.75203 1.59998 -7.75502
H -3.40804 2.30764 -6.33782
H -3.24721 0.26606 -5.18845
C 2.51535 3.73004 6.25930
C 3.09140 4.99814 5.57664
O 3.54238 6.02732 6.52984
O 3.52852 2.94780 6.79390
H 2.09661 3.10154 5.47333
H 1.77902 4.02065 7.00861
H 2.40233 5.49409 4.89303
H 4.03613 4.78810 5.07518
H 4.10669 6.63312 6.04388
H 3.85967 3.42063 7.56095
C 6.82145 0.79926 -5.54405
C 5.43069 0.11418 -5.62498
O 5.51789 -1.14693 -6.23593
O 7.55916 0.24378 -4.53200
H 6.66573 1.85239 -5.30999
H 7.33496 0.80798 -6.50547
H 4.69328 0.65955 -6.21396
H 5.04866 0.03381 -4.60729
H 4.62047 -1.48390 -6.28780
H 7.82057 -0.64468 -4.78482
C -8.84923 1.01179 -3.11567
C -8.75094 2.33500 -2.39652
O -7.43530 2.80886 -2.48783
O -8.38526 -0.11403 -2.27484
H -8.32351 0.93523 -4.06744
H -9.91181 0.88795 -3.32470
H -9.04606 2.17247 -1.35990
H -9.42497 3.04915 -2.86959
H -6.77997 2.14922 -2.24905
H -7.43537 -0.04785 -2.15263
C -5.13382 2.61119 5.20784
C -6.20435 1.67919 4.55737
O -5.60121 0.38931 4.33575
O -4.25322 3.15498 4.24214
H -4.55324 2.13630 5.99873
H -5.62574 3.48359 5.63798
H -6.53022 2.14234 3.62601
H -7.07417 1.66614 5.21413
H -4.81527 0.60567 3.82873
H -3.83624 2.39959 3.82128
C 2.45313 4.60743 -1.45815
C 1.29084 5.35362 -2.27120
O 1.61905 5.66286 -3.64539
O 3.48797 5.53816 -1.15087
H 2.86686 3.74730 -1.98455
H 2.09128 4.10519 -0.56098
H 1.02095 6.24876 -1.71084
H 0.40041 4.72770 -2.33015
H 0.81604 6.04287 -4.00921
H 4.25404 4.98187 -0.99194
C 5.02078 -5.58266 1.18246
C 5.36417 -4.11755 0.91302
O 4.18814 -3.42788 1.17615
O 4.99414 -5.94487 2.55266
H 5.76918 -6.19137 0.67504
H 4.08877 -5.97787 0.77840
H 5.67853 -4.08934 -0.13028
H 6.16386 -3.76761 1.56582
H 3.91782 -3.70091 2.05592
H 5.04933 -6.90320 2.54068
C -0.77110 -5.88593 -5.75410
C -1.34778 -6.00293 -4.36887
O -0.25544 -5.73334 -3.41679
O -0.25592 -4.59572 -6.06249
H -1.54080 -6.14953 -6.47948
H 0.00430 -6.64537 -5.85472
H -1.82807 -6.96518 -4.19145
H -2.09863 -5.22938 -4.20776
H 0.13109 -4.86347 -3.54141
H -0.88034 -3.95589 -5.71273
C 1.02295 -3.55900 7.96203
C 0.09318 -2.85498 6.94840
O 0.84483 -2.77850 5.68098
O 1.32886 -4.86712 7.43584
H 0.57543 -3.60349 8.95493
H 1.98510 -3.06698 8.10448
H -0.27428 -1.88871 7.29392
H -0.82690 -3.43257 6.85920
H 0.19198 -2.34238 5.12854
H 1.56084 -4.71505 6.51678
*
```

11.
The following is a DFT calculation (wB97M-V/def2-TZVPD) of a molecular structure, C27H23NOS4SbSe4W.

Properties
ΔE to the lowest compared entry with this formula, charge and spin = 0.000 eV
DFT total energy = -12677.63292 Ha

Structure (ORCA input):
```
! RIJCOSX wB97M-V def2-TZVPD def2/J DEFGRID3
* xyz 3 1
W 0.52301 0.11628 0.56803
S 0.69370 2.43427 1.16500
C 1.08482 2.48262 2.88923
C 1.77494 3.56029 3.42748
C 1.96452 3.62218 4.80344
C 1.45547 2.63511 5.63912
C 0.74506 1.56426 5.10965
C 0.59434 1.49769 3.73525
S -0.39894 0.28452 2.92260
C 0.19737 -1.29128 3.56115
C -0.27993 -2.31560 2.58152
C -0.69910 -3.55531 3.02381
C -1.13817 -4.49358 2.10546
C -1.15337 -4.14937 0.76441
C -0.73483 -2.88898 0.38129
C -0.75605 -2.48976 -1.05742
S 0.76200 -1.55130 -1.34622
C 0.41837 -0.70902 -2.85685
C 0.14195 -1.38281 -4.03792
C -0.06986 -0.63459 -5.18645
C 0.02120 0.75371 -5.14696
C 0.32488 1.41394 -3.96515
C 0.52470 0.66880 -2.80772
S 0.99255 1.49440 -1.32227
N -0.29035 -1.97166 1.27134
H 2.15298 4.34378 2.78360
H 2.50265 4.45959 5.22694
H 1.58996 2.70836 6.70973
H 0.31659 0.81539 5.76421
H -0.22640 -1.46772 4.54809
H 1.28855 -1.25692 3.62359
H -0.68021 -3.77715 4.08195
H -1.46419 -5.47331 2.42884
H -1.48490 -4.85235 0.01315
H -1.61663 -1.86388 -1.28636
H -0.75453 -3.36090 -1.70900
H 0.09886 -2.46410 -4.07436
H -0.29095 -1.13715 -6.11788
H -0.13634 1.32800 -6.04979
H 0.40626 2.49283 -3.94164
C -2.97246 1.69118 1.17482
C -2.63634 0.77141 0.05377
O -1.49562 0.21876 0.01589
C -3.58731 0.49028 -0.99503
C -4.95876 0.69779 -0.77329
C -5.87069 0.39694 -1.76589
C -5.42306 -0.07025 -2.99627
C -4.06286 -0.24825 -3.23986
C -3.14793 0.01869 -2.24420
H -2.06974 2.14615 1.57701
H -3.46183 1.12106 1.97080
H -3.65781 2.46868 0.84855
H -5.31484 1.06156 0.18075
H -6.92818 0.53421 -1.58913
H -6.13937 -0.28514 -3.77840
H -3.72807 -0.58126 -4.21290
H -2.08881 -0.07260 -2.44133
Se 4.36853 -1.77230 4.81560
Sb 5.22771 -0.96944 2.65783
Se 6.67571 -1.54651 0.97067
Se 4.95665 0.62777 4.50097
Se 2.61191 -0.48983 1.33260
*
```

12.
The following is a DFT calculation (wB97M-V/def2-TZVPD) of a single C6H11NO molecule.

Properties
structure (SMILES) = CN1[C@@H]2COCC[C@@H]21
ΔE to the lowest compared entry with this formula, charge and spin = 2.289 eV
DFT total energy = -365.14733 Ha

Structure (ORCA input):
```
! RIJCOSX wB97M-V def2-TZVPD def2/J DEFGRID3
* xyz 0 1
C 1.12953 -1.55117 -0.58198
N -0.06690 -1.02699 -1.21735
C -0.26411 0.38768 -1.28062
C 0.71645 1.28515 -0.57759
O 0.91392 1.08796 0.81379
C -0.32534 0.96852 1.46551
C -1.05572 -0.28007 1.07437
C -1.14101 -0.49906 -0.42168
H 1.59391 -0.96482 0.21277
H 0.90455 -2.57643 -0.21680
H 1.86779 -1.66222 -1.35508
H -0.61994 0.72448 -2.25194
H 1.73521 1.09460 -0.99370
H 0.41944 2.35960 -0.72522
H -0.97997 1.84146 1.25970
H -0.08179 1.02068 2.51504
H -0.56910 -1.11466 1.56064
H -2.04084 -0.30246 1.53504
H -2.13609 -0.79223 -0.81489
*
```

Ordered max |F| results: 0.47 2.41 2.74 1.83 4.18 3.89 0.52 7.73 3.15 4.47 0.57 1.61; unit eV Å⁻¹.